22
Properties=species:S:1:pos:R:3 method="wB97M-V/def2-TZVPD" e_homo_ev="-3.72 / -9.34" de_lowest_kcal_mol=20.49 e_tot_ha=-668.93248 mol_weight_g_mol=123.24 spin_multiplicity=2 lumo_ha="0.020 / 0.016" charge=0 homo_lumo_gap_ha="0.1563 / 0.3588"
C 2.63 1.16 -0.01
N 2.22 -0.22 -0.29
C 1.41 -0.36 -1.50
H 3.48 1.43 -0.64
H 1.81 1.91 -0.19
H 2.94 1.23 0.97
H 1.65 -0.55 0.49
H 0.53 0.34 -1.55
H 0.99 -1.38 -1.57
H 1.98 -0.19 -2.40
C -1.28 -0.54 0.36
C -2.20 -0.19 1.49
S -1.58 -0.78 3.15
N -1.74 -0.10 -0.99
H -1.16 -1.68 0.27
H -0.28 -0.10 0.49
H -3.17 -0.71 1.32
H -2.36 0.92 1.52
H -0.40 -0.15 3.06
H -1.23 -0.61 -1.68
H -1.52 0.87 -1.13
H -2.72 -0.32 -1.19